Entry A
Entry from OMol25: one molecule with the formula C4H12N2O (the ωB97M-V functional and the def2-TZVPD basis).

```
! wB97M-V def2-TZVPD RIJCOSX def2/J DEFGRID3
* xyz 0 1
C 1.226 -2.419 -1.200
N 0.488 -1.717 -0.171
C 1.046 -0.583 0.512
C -0.073 0.431 0.855
N -0.599 0.990 -0.385
C -1.281 2.226 -0.245
O -2.308 2.207 0.847
H 2.246 -2.308 -0.802
H 1.109 -3.505 -1.239
H 1.176 -1.974 -2.207
H -0.513 -1.721 -0.227
H 1.419 -0.946 1.496
H 1.873 -0.017 0.072
H 0.539 1.214 1.315
H -0.721 0.133 1.673
H -1.114 0.336 -0.948
H -2.043 2.377 -1.006
H -0.612 3.052 -0.033
H -1.858 2.224 1.692
*
```

E_HOMO, eV: -8.33
E_LUMO, eV: 1.0
Orbital gap, eV: 9.310

Entry B
Entry from OMol25: a 2-piece molecular cluster, C4H12N2O overall (the ωB97M-V functional and the def2-TZVPD basis).

```
! wB97M-V def2-TZVPD RIJCOSX def2/J DEFGRID3
* xyz 0 1
N -0.597 -0.413 2.175
C -0.324 0.305 0.963
C 0.007 -0.345 -0.199
C 0.313 0.367 -1.486
C 1.742 1.010 -1.440
N 2.828 0.135 -1.493
H -0.518 0.389 2.819
H 0.210 -1.103 2.369
H -0.201 1.439 0.941
H -0.227 -1.445 -0.230
H -0.357 1.082 -1.924
H 0.421 -0.453 -2.341
H 1.824 1.661 -0.543
H 1.849 1.602 -2.361
H 2.982 -0.408 -0.637
H 2.837 -0.480 -2.266
O -3.539 -0.893 1.152
H -2.812 -0.225 1.073
H -3.739 -0.993 2.087
*
```

E_HOMO, eV: -8.48
E_LUMO, eV: 0.7
Orbital gap, eV: 9.221

Least stable: entry B

Entry A
Entry from OMol25: a 2-piece molecular cluster, C4H12N2O overall (the ωB97M-V functional and the def2-TZVPD basis).

```
! wB97M-V def2-TZVPD RIJCOSX def2/J DEFGRID3
* xyz 0 1
H 2.985 -0.996 -1.982
N 2.248 -1.236 -1.352
C 1.690 -0.796 -0.319
N 0.636 -1.511 0.252
C -0.495 -0.660 0.773
C -1.455 -0.085 -0.249
C -0.790 0.651 -1.433
H 2.052 -0.029 0.379
H 0.265 -2.201 -0.388
H 0.075 0.082 1.392
H -0.957 -1.231 1.587
H -2.048 -0.982 -0.630
H -2.240 0.437 0.300
H -1.438 0.567 -2.348
H -0.702 1.719 -1.389
H 0.136 0.209 -1.812
O -0.048 2.142 2.783
H -0.518 1.463 2.283
H 0.605 2.458 2.152
*
```

E_HOMO, eV: -9.12
E_LUMO, eV: 0.8
Orbital gap, eV: 9.941

Entry B
Entry from OMol25: one molecule with the formula C4H12N2O (the ωB97M-V functional and the def2-TZVPD basis).

```
! wB97M-V def2-TZVPD RIJCOSX def2/J DEFGRID3
* xyz 0 1
C 1.136 1.655 1.110
C -0.102 1.262 0.358
O -1.174 1.176 1.271
C -0.076 0.060 -0.631
N -1.340 -0.036 -1.305
C 0.313 -1.214 0.105
N -0.214 -2.402 -0.618
H 1.465 0.838 1.759
H 0.906 2.519 1.742
H 1.962 2.047 0.520
H -0.310 2.081 -0.360
H -1.761 0.434 1.024
H 0.689 0.314 -1.390
H -1.400 0.648 -2.041
H -1.618 -0.966 -1.506
H 1.340 -1.461 0.372
H -0.178 -1.136 1.081
H 0.418 -2.559 -1.403
H -0.057 -3.260 -0.089
*
```

E_HOMO, eV: -9.02
E_LUMO, eV: 0.9
Orbital gap, eV: 9.906

Entry C
Entry from OMol25: one molecule with the formula C4H12N2O (the ωB97M-V functional and the def2-TZVPD basis).

```
! wB97M-V def2-TZVPD RIJCOSX def2/J DEFGRID3
* xyz 0 1
C 2.856 -0.408 -0.335
N 1.625 -0.018 0.434
C 0.559 -0.216 -0.430
C -0.780 0.475 -0.025
N -0.730 1.378 1.096
C -1.971 -0.438 0.151
O -3.243 0.225 -0.095
H 3.812 -0.239 0.209
H 2.815 0.301 -1.066
H 3.052 -1.349 -0.841
H 1.328 -0.757 1.193
H 0.648 0.115 -1.489
H 0.180 -1.291 -0.494
H -1.085 0.951 -0.929
H -1.465 2.013 1.242
H 0.256 1.762 1.309
H -1.902 -1.358 -0.510
H -2.004 -1.000 1.171
H -3.951 -0.145 -0.591
*
```

E_HOMO, eV: -8.48
E_LUMO, eV: 1.0
Orbital gap, eV: 9.463

Entry D
Entry from OMol25: a 3-piece molecular cluster, C4H12N2O overall (the ωB97M-V functional and the def2-TZVPD basis).

```
! wB97M-V def2-TZVPD RIJCOSX def2/J DEFGRID3
* xyz 0 1
C 1.227 -0.273 0.125
C 1.206 1.217 -0.048
N 1.726 -0.743 1.317
H 1.404 -0.266 2.148
H 1.771 -1.744 1.433
H 1.620 -0.830 -0.723
H -0.604 -0.272 0.109
H 1.029 1.726 0.899
H 2.162 1.558 -0.455
H 0.364 1.494 -0.684
N -1.648 0.902 1.324
C -0.832 -1.073 -0.825
C -0.745 -0.968 -2.156
O -2.003 0.486 0.045
H -1.512 1.912 1.315
H -2.391 0.635 1.971
H -1.437 -1.828 -0.336
H -1.285 -1.638 -2.811
H -0.053 -0.294 -2.648
*
```

E_HOMO (alpha / beta), eV: -6.61 / -6.27
E_LUMO (alpha / beta), eV: 0.3 / 0.1
Orbital gap (alpha / beta), eV: 6.875 / 6.367

Least stable: entry D

Entry A
Entry from OMol25: one molecule with the formula C4H12N2O (the ωB97M-V functional and the def2-TZVPD basis).

```
! wB97M-V def2-TZVPD RIJCOSX def2/J DEFGRID3
* xyz 0 1
C 0.067 -2.914 -0.285
N 0.672 -1.620 -0.090
C -0.157 -0.580 0.478
C 0.264 0.808 -0.025
N 0.275 0.880 -1.490
C -0.548 1.903 0.644
O 0.225 3.120 0.666
H 0.180 -3.336 -1.274
H 0.390 -3.585 0.518
H -1.003 -2.823 -0.120
H 1.146 -1.263 -0.907
H -0.010 -0.582 1.546
H -1.234 -0.700 0.318
H 1.302 0.890 0.319
H -0.671 1.041 -1.812
H 0.865 1.669 -1.724
H -0.776 1.615 1.662
H -1.392 2.130 -0.002
H 0.405 3.347 1.578
*
```

E_HOMO, eV: -8.37
E_LUMO, eV: 0.9
Orbital gap, eV: 9.267

Entry B
Entry from OMol25: one molecule with the formula C4H12N2O (the ωB97M-V functional and the def2-TZVPD basis).

```
! wB97M-V def2-TZVPD RIJCOSX def2/J DEFGRID3
* xyz 0 1
N -1.389 1.330 -1.776
C -1.009 0.239 -0.867
C 0.199 0.591 0.136
N -0.279 1.926 0.767
C 0.244 -0.557 1.130
C 0.959 -1.773 0.564
O 2.361 -1.344 0.446
H -1.004 1.104 -2.712
H -2.467 1.274 -1.890
H -0.991 -0.782 -1.329
H -1.920 0.146 -0.199
H 1.140 0.725 -0.491
H 0.350 2.465 1.314
H -0.569 2.559 0.077
H 0.855 -0.418 2.015
H -0.827 -0.672 1.302
H 0.910 -2.656 1.128
H 0.469 -2.134 -0.441
H 2.968 -2.024 0.825
*
```

E_HOMO, eV: -8.92
E_LUMO, eV: 0.9
Orbital gap, eV: 9.839

Entry C
Entry from OMol25: a 2-piece molecular cluster, C4H12N2O overall (the ωB97M-V functional and the def2-TZVPD basis).

```
! wB97M-V def2-TZVPD RIJCOSX def2/J DEFGRID3
* xyz 0 1
C 0.860 -1.756 0.307
N 0.062 -0.828 0.049
C -0.799 -0.182 1.025
C -0.501 -0.487 2.492
N -0.774 1.249 0.817
H 0.999 -2.229 1.280
H 1.470 -2.135 -0.503
H -1.815 -0.522 0.779
H 0.538 -0.263 2.723
H -1.137 0.144 3.104
H -0.707 -1.527 2.728
H -1.047 1.472 -0.135
H 0.164 1.606 0.966
C 0.657 1.101 -2.828
O -0.548 0.649 -2.274
H 1.266 1.641 -2.092
H 1.253 0.276 -3.234
H 0.403 1.782 -3.640
H -0.343 0.011 -1.563
*
```

E_HOMO, eV: -9.54
E_LUMO, eV: 0.9
Orbital gap, eV: 10.423

Least stable: entry B

Entry A
Entry from OMol25: a 2-piece molecular cluster, C4H12N2O overall (the ωB97M-V functional and the def2-TZVPD basis).

```
! wB97M-V def2-TZVPD RIJCOSX def2/J DEFGRID3
* xyz 0 1
C -1.966 -2.120 0.553
C -1.635 -0.621 0.825
C -0.142 -0.311 0.691
N 0.099 1.158 0.631
C 1.333 1.521 0.709
N 2.387 0.876 0.160
H -2.376 -2.258 -0.432
H -0.987 -2.600 0.638
H -2.494 -2.526 1.413
H -2.181 0.007 0.095
H -2.009 -0.293 1.794
H 0.273 -0.785 -0.207
H 0.317 -0.529 1.657
H 1.506 2.430 1.285
H 3.302 1.290 0.246
H 2.386 0.177 -0.564
O 1.064 1.342 -3.191
H 0.906 2.284 -3.362
H 0.216 0.956 -2.942
*
```

E_HOMO, eV: -8.25
E_LUMO, eV: 0.8
Orbital gap, eV: 9.068

Entry B
Entry from OMol25: a 2-piece molecular cluster, C4H12N2O overall (the ωB97M-V functional and the def2-TZVPD basis).

```
! wB97M-V def2-TZVPD RIJCOSX def2/J DEFGRID3
* xyz 0 1
C -0.827 0.543 0.031
C -0.398 1.056 -1.304
C 2.228 -0.849 0.631
C -0.883 1.530 1.155
N -1.208 -1.842 -0.321
N -1.150 -0.700 0.295
O -0.775 -1.777 -1.681
H -0.932 -2.673 -1.990
H 1.587 -1.261 -0.134
H -1.437 -0.873 1.258
H -1.437 2.419 0.855
H 0.561 1.571 -1.219
H -1.126 1.779 -1.682
H -0.302 0.253 -2.023
H 1.787 -1.015 1.606
H 2.356 0.211 0.465
H 3.194 -1.337 0.589
H -1.359 1.111 2.037
H 0.121 1.854 1.432
*
```

E_HOMO, eV: -6.83
E_LUMO, eV: 0.9
Orbital gap, eV: 7.731

Entry C
Entry from OMol25: one molecule with the formula C4H12N2O (the ωB97M-V functional and the def2-TZVPD basis).

```
! wB97M-V def2-TZVPD RIJCOSX def2/J DEFGRID3
* xyz 0 1
C 1.150 -0.393 -1.451
C 0.899 0.961 -0.777
O 2.104 1.693 -0.739
C 0.237 0.851 0.589
N -1.007 0.104 0.557
C -1.020 -1.304 0.787
N -2.366 -1.822 1.039
H 1.469 -1.147 -0.732
H 0.221 -0.750 -1.893
H 1.886 -0.242 -2.233
H 0.230 1.523 -1.430
H 2.374 1.803 0.179
H -0.051 1.866 0.887
H 0.894 0.435 1.348
H -1.616 0.485 -0.152
H -0.332 -1.487 1.619
H -0.594 -1.919 -0.015
H -3.014 -1.170 0.611
H -2.599 -1.796 2.025
*
```

E_HOMO, eV: -8.74
E_LUMO, eV: 0.9
Orbital gap, eV: 9.670

Least stable: entry B

Entry A
Entry from OMol25: one molecule with the formula C4H12N2O (the ωB97M-V functional and the def2-TZVPD basis).

```
! wB97M-V def2-TZVPD RIJCOSX def2/J DEFGRID3
* xyz 0 1
C 0.373 -0.827 2.222
C -0.277 -0.005 1.101
N -1.526 0.606 1.651
C -0.478 -0.738 -0.233
N -0.147 0.334 -1.358
C 0.952 0.192 -2.242
O 1.115 1.402 -3.072
H 0.228 -0.506 3.344
H 1.415 -1.166 2.008
H -0.184 -1.761 2.243
H 0.559 0.807 1.070
H -1.971 1.272 0.897
H -1.261 1.329 2.318
H 0.243 -1.571 -0.249
H -1.485 -1.126 -0.611
H -1.044 0.469 -1.930
H 0.722 -0.692 -3.007
H 1.780 -0.195 -1.713
H 0.986 2.175 -2.438
*
```

E_HOMO, eV: -9.01
E_LUMO, eV: 1.0
Orbital gap, eV: 10.004

Entry B
Entry from OMol25: one molecule with the formula C4H12N2O (the ωB97M-V functional and the def2-TZVPD basis).

```
! wB97M-V def2-TZVPD RIJCOSX def2/J DEFGRID3
* xyz 0 1
C -0.659 1.068 -1.680
C 0.674 1.358 -1.009
N 1.514 0.725 0.302
C 0.570 0.461 1.339
N -0.607 -0.237 0.778
C -0.434 -1.625 0.445
O -0.875 -2.430 1.527
H -0.807 1.787 -2.499
H -1.474 1.211 -0.989
H -0.677 0.068 -2.116
H 0.678 2.384 -0.636
H 1.461 1.270 -1.763
H 1.929 -0.144 -0.016
H 1.038 -0.148 2.132
H 0.200 1.410 1.733
H -1.440 -0.130 1.347
H -1.030 -1.851 -0.455
H 0.624 -1.822 0.219
H -0.684 -3.355 1.341
*
```

E_HOMO, eV: -8.91
E_LUMO, eV: 0.8
Orbital gap, eV: 9.746

Least stable: entry A

Entry A
Entry from OMol25: a 2-piece molecular cluster, C4H6N2 overall (the ωB97M-V functional and the def2-TZVPD basis).

```
! wB97M-V def2-TZVPD RIJCOSX def2/J DEFGRID3
* xyz -1 2
C -5.621 -10.981 -14.007
C -4.490 -11.939 -13.848
N -3.626 -12.680 -13.666
H -6.506 -11.492 -13.629
H -5.740 -10.894 -15.087
H -5.521 -9.995 -13.554
C -5.596 -6.804 -18.117
C -5.696 -7.982 -17.223
N -5.702 -8.863 -16.523
H -4.981 -6.998 -18.996
H -5.152 -5.961 -17.585
H -6.556 -6.413 -18.454
*
```

E_HOMO (alpha / beta), eV: 0.93 / -8.21
E_LUMO (alpha / beta), eV: 3.5 / 3.4
Orbital gap (alpha / beta), eV: 2.534 / 11.585

Entry B
Entry from OMol25: C4H6N2 as an isolated structure (the ωB97M-V functional and the def2-TZVPD basis).

```
! wB97M-V def2-TZVPD RIJCOSX def2/J DEFGRID3
* xyz -1 2
C 0.196 0.766 1.665
C -0.050 0.298 0.144
C 0.978 -0.312 -0.808
N 0.454 -0.807 -1.926
C -0.842 -0.826 -1.250
N -1.335 0.253 -0.355
H 1.214 1.213 1.781
H -0.376 1.610 1.968
H 0.234 -0.130 2.328
H 1.910 0.423 -0.880
H -1.489 -0.747 -2.023
H -0.893 -1.740 -0.644
*
```

E_HOMO (alpha / beta), eV: -0.91 / -3.76
E_LUMO (alpha / beta), eV: 4.4 / 4.4
Orbital gap (alpha / beta), eV: 5.354 / 8.167

Least stable: entry B